{"formula": "C6H11NO2", "method": "the ωB97M-V functional and the def2-TZVPD basis", "symbols": ["C", "C", "C", "C", "O", "C", "N", "O", "C", "H", "H", "H", "H", "H", "H", "H", "H", "H", "H", "H"], "xyz": [[2.54359, 0.43829, -0.07500], [1.25658, 0.31204, 0.17299], [0.50120, 0.03508, 1.39578], [-0.72487, -0.85882, 0.79619], [-0.63514, -2.05808, 0.72809], [-2.05811, -0.13151, 0.84360], [-1.92655, 1.30567, 0.66802], [0.24149, 0.03693, -0.95095], [0.67406, -0.56524, -2.15093], [3.23736, 0.46373, 0.74938], [2.94327, 0.49571, -1.07391], [0.08961, 0.94621, 1.82643], [1.06823, -0.57761, 2.09136], [-2.70848, -0.63246, 0.10810], [-2.48280, -0.32320, 1.83518], [-1.50164, 1.49953, -0.23466], [-2.83647, 1.75176, 0.68576], [-0.18946, -0.68431, -2.80765], [1.37977, 0.07679, -2.67000], [1.12837, -1.53051, -1.93779]], "smiles": "C=C(CC(=O)CN)OC", "orbital_gap_ha": 0.3673, "total_charge": 0, "energy_ha": -440.38111, "de_lowest_kcal_mol": 66.6, "homo_energy_ev": -9.048, "e_lumo_ev": 0.95}

=====

{"formula": "C6H11NO2", "method": "the ωB97M-V functional and the def2-TZVPD basis", "symbols": ["H", "N", "C", "C", "C", "C", "C", "O", "O", "C", "H", "H", "H", "H", "H", "H", "H", "H", "H", "H"], "xyz": [[-2.64490, -1.54710, 0.16523], [-1.88119, -1.65072, -0.49914], [-1.22854, -0.64656, -0.81308], [-1.38836, 0.85440, -0.14470], [-1.29139, 0.75687, 1.37780], [-0.02942, -0.67247, -1.69676], [1.06983, 0.05166, -0.93266], [1.71066, 0.97422, -1.37120], [1.44208, -0.69655, 0.13636], [2.58968, -0.24687, 0.84541], [-2.40011, 1.15907, -0.42878], [-0.77548, 1.67573, -0.51146], [-0.27073, 0.52727, 1.68552], [-1.58161, 1.70008, 1.83952], [-1.94924, -0.01508, 1.77921], [-0.23121, -0.10342, -2.60599], [0.24311, -1.70741, -1.91496], [2.62045, -0.82404, 1.77046], [3.49396, -0.41049, 0.25174], [2.50243, 0.82138, 1.06748]], "smiles": "[H]/N=C(\\CC)CC(=O)OC", "orbital_gap_ha": 0.3870, "total_charge": 0, "energy_ha": -440.43418, "de_lowest_kcal_mol": 33.3, "homo_energy_ev": -9.614, "e_lumo_ev": 0.92}

=====

{"formula": "C6H11NO2", "method": "the ωB97M-V functional and the def2-TZVPD basis", "symbols": ["H", "N", "C", "C", "C", "C", "H", "H", "H", "H", "H", "H", "C", "C", "O", "O", "H", "H", "H", "H"], "xyz": [[-1.09423, -0.10946, 1.96981], [-0.24999, 0.45150, 2.06794], [0.70007, 0.12509, 1.28364], [2.03071, 0.79819, 1.42605], [0.81133, -1.40980, 0.78822], [-0.19651, -1.96191, 0.17074], [2.43327, 0.97768, 0.42616], [2.71882, 0.17198, 1.99692], [1.91644, 1.75034, 1.93849], [1.81786, -1.79034, 0.83501], [-0.27828, -2.93005, -0.28912], [-1.03669, -1.22150, -0.16277], [-1.26855, 0.33999, -2.47477], [-0.90997, 0.61295, -1.03877], [0.24131, 0.95207, -0.70650], [-1.95549, 1.07271, -0.31995], [-0.62089, -0.44561, -2.86065], [-2.31348, 0.04843, -2.54631], [-1.10025, 1.23547, -3.07275], [-1.64550, 1.33227, 0.56864]], "smiles": "[H]/N=C(/C)C=C.CC(=O)O", "orbital_gap_ha": 0.3579, "total_charge": 0, "energy_ha": -440.38131, "de_lowest_kcal_mol": 66.5, "homo_energy_ev": -9.289, "e_lumo_ev": 0.45}

=====

{"formula": "C6H11NO2S2", "method": "the ωB97M-V functional and the def2-TZVPD basis", "symbols": ["C", "C", "N", "O", "O", "H", "H", "H", "H", "C", "C", "S", "C", "S", "C", "H", "H", "H", "H", "H", "H", "H"], "xyz": [[-1.24151, 0.77430, -3.17792], [-0.04236, 0.06103, -2.78783], [1.11863, 0.76548, -2.79041], [2.23785, 0.24217, -2.56933], [0.96565, 2.01480, -2.96575], [-2.07799, 0.07485, -3.27565], [-1.50951, 1.53259, -2.42395], [-1.09249, 1.28925, -4.14122], [-0.01773, -0.99710, -2.55229], [0.10140, -1.04347, 3.01033], [-1.16594, -0.45182, 2.41930], [-1.28627, -0.49150, 0.60790], [0.21285, 0.04285, 0.08442], [1.64749, -0.55586, 0.73288], [1.37266, -0.37640, 2.51416], [0.05807, -0.91938, 4.09715], [0.14168, -2.11571, 2.79554], [-2.03370, -1.04460, 2.74043], [-1.31133, 0.59243, 2.71870], [0.26989, 0.77451, -0.72615], [1.39962, 0.69530, 2.73680], [2.25305, -0.86371, 2.95290]], "orbital_gap_ha": 0.1701, "total_charge": 0, "energy_ha": -1236.59191, "de_lowest_kcal_mol": 124.4, "homo_energy_ev": -7.077, "e_lumo_ev": -2.45}

=====

{"formula": "C6H11NO3", "method": "the ωB97M-V functional and the def2-TZVPD basis", "symbols": ["C", "C", "C", "C", "C", "C", "N", "O", "O", "O", "H", "H", "H", "H", "H", "H", "H", "H", "H", "H", "H"], "xyz": [[1.34190, 1.53683, -0.53947], [1.61176, -1.21581, -0.10882], [-1.41641, -1.43697, -0.54275], [-1.58372, 0.99779, -0.19411], [-0.66784, -0.08964, -0.72339], [0.60109, -0.09726, 0.15214], [0.62698, 0.20031, 1.57512], [1.48623, -1.99540, -1.02591], [1.71119, 2.33171, 0.27563], [2.65286, -1.23629, 0.76252], [1.40212, 1.64635, -1.58561], [-0.86844, -2.27379, -0.90592], [-1.54442, -1.57956, 0.61323], [-2.37571, -1.64312, -1.01116], [-0.99321, 1.84792, 0.18980], [-2.20698, 1.31391, -1.10907], [-2.12742, 0.74324, 0.75327], [-0.45041, 0.33330, -1.73499], [2.26231, -0.75963, 1.52954], [-0.35078, 0.24112, 1.97087], [0.88888, 1.13498, 1.65907]], "orbital_gap_ha": 0.3680, "total_charge": 0, "energy_ha": -515.63657, "de_lowest_kcal_mol": 71.3, "homo_energy_ev": -9.667, "e_lumo_ev": 0.35}

=====

{"formula": "C6H11NO4", "method": "the ωB97M-V functional and the def2-TZVPD basis", "symbols": ["C", "C", "C", "C", "C", "C", "H", "H", "H", "H", "H", "H", "H", "H", "H", "H", "H", "N", "O", "O", "O", "O"], "xyz": [[-2.82510, -1.19902, -0.30453], [-0.62278, -0.16367, -0.29172], [0.81034, -0.40151, 0.23664], [1.78241, 0.35854, -0.45080], [3.28481, 0.22768, -0.17276], [-1.03286, 1.36244, -0.06819], [-3.60065, -0.09346, -0.43502], [-2.60040, -1.57540, -1.24831], [-3.56322, -1.76377, -0.07717], [-1.77978, -0.93910, 1.13879], [-0.55405, -0.55106, -1.37217], [0.97999, -1.60237, 0.08721], [0.69913, 0.03971, 1.57009], [1.79514, 0.12455, -1.70575], [1.43345, 1.62766, -0.24828], [4.45853, 0.00728, 1.31767], [-2.41343, 1.69362, 0.84772], [-1.47039, -1.08251, 0.37846], [3.35221, 0.16523, 1.29706], [4.21012, -0.05446, -0.73934], [-1.65708, 1.60065, 1.11153], [-0.68637, 2.21898, -0.87113]], "orbital_gap_ha": 0.3753, "total_charge": 0, "energy_ha": -590.66833, "de_lowest_kcal_mol": 199.8, "homo_energy_ev": -9.626, "e_lumo_ev": 0.59}